114
Properties=species:S:1:pos:R:3:mulliken_charge:R:1 method="wB97M-V/def2-TZVPD" homo_lumo_gap_ev=7.5768 homo_ev=-7.937
C -2.6715 6.9667 2.0208 -0.738
C -3.1908 5.5981 2.4761 -0.334
O -2.1922 4.6019 2.4010 -0.231
C -1.8897 3.9691 3.6394 -0.883
C -1.1275 2.6985 3.3342 0.380
C -0.0968 2.7953 2.4029 -0.350
C 0.6585 1.6886 2.0441 -0.054
C 0.3623 0.4647 2.6526 1.397
C -0.6640 0.3394 3.5963 0.025
C -0.9033 -0.9978 4.2494 -1.724
C -0.1929 -1.1145 5.6306 -0.991
C 1.1049 -1.9276 5.6146 -0.736
S 2.5553 -0.8120 5.5697 -0.225
C -1.4324 1.4729 3.9305 -0.252
C -2.5975 1.3672 4.8987 -1.609
C -3.9485 1.4045 4.1389 -0.305
C -4.3579 0.0513 3.5858 -0.434
O -5.1602 0.2694 2.4302 -0.422
C -5.2827 -0.8924 1.6451 -0.788
S 1.3460 -0.9221 2.1562 -0.351
C 1.3853 -0.5540 0.4299 0.721
C 1.2089 -1.5707 -0.4973 -0.892
C 1.2290 -1.3088 -1.8679 0.813
C 0.9722 -2.4569 -2.8155 -0.420
C 1.7749 -2.5169 -4.1164 -0.013
C 1.3976 -1.5490 -5.2424 -0.871
S -0.3784 -1.2488 -5.4636 -0.151
C 1.4575 0.0085 -2.2564 -1.234
C 1.6305 1.0327 -1.3274 -0.541
C 1.5866 0.7729 0.0393 0.350
N 1.7403 1.7503 1.0907 0.197
P 2.2757 3.3542 0.8260 0.080
O 1.2230 3.9216 -0.3108 -0.317
Cl 3.9653 3.0458 -0.3584 -0.273
H -2.7243 7.7282 2.7932 0.198
H -3.2403 7.3243 1.1592 0.098
H -1.6358 6.8487 1.6976 0.217
H -4.0273 5.3229 1.8291 0.298
H -3.5877 5.6830 3.4917 0.357
H -2.8309 3.7241 4.1302 0.583
H -1.2953 4.6464 4.2572 0.060
H 0.0644 3.7640 1.9489 0.600
H -0.5522 -1.8008 3.6051 0.994
H -1.9584 -1.1683 4.4386 0.225
H 0.0088 -0.1127 6.0103 0.450
H -0.8811 -1.6022 6.3242 0.426
H 1.1490 -2.6241 4.7810 0.352
H 1.1979 -2.4965 6.5371 0.402
H 3.2618 -1.3859 4.5910 0.112
H -2.5139 0.4537 5.4800 0.527
H -2.5584 2.2303 5.5613 0.653
H -4.7166 1.7995 4.8037 0.365
H -3.8414 2.0553 3.2711 0.346
H -4.9617 -0.5099 4.3089 0.329
H -3.4868 -0.5378 3.2844 0.162
H -6.1228 -0.7535 0.9665 0.280
H -4.3834 -1.0706 1.0455 0.285
H -5.4900 -1.7787 2.2554 0.321
H 1.0284 -2.5733 -0.1293 0.289
H 1.2174 -3.3667 -2.2628 0.447
H -0.0992 -2.5154 -3.0143 0.227
H 1.6204 -3.5247 -4.5058 -0.202
H 2.8331 -2.4150 -3.8638 0.306
H 1.8913 -0.5836 -5.1636 0.437
H 1.7622 -1.9686 -6.1812 0.453
H -0.6371 -2.1904 -6.3791 0.081
H 1.4762 0.2777 -3.3025 0.045
H 1.7970 2.0269 -1.7015 0.285
H 1.7144 4.3988 -0.9938 0.259
C 7.8290 3.5519 0.8037 -0.169
Br 9.1321 2.3257 1.5088 0.061
Br 6.8622 4.4395 2.2045 -0.004
Br 8.6310 4.8089 -0.4128 -0.024
H 7.1103 2.9749 0.2390 0.151
C -2.2905 -5.4103 -2.1094 -0.402
Br -1.3118 -4.6716 -0.6240 -0.020
Br -4.0890 -4.7463 -2.1672 0.059
Br -1.3806 -5.1266 -3.7774 0.156
H -2.3472 -6.4787 -1.9551 0.344
C 1.6931 -6.7718 -6.6295 -0.330
Br 1.5274 -7.7245 -4.9713 -0.020
Br 0.9733 -4.9887 -6.4974 -0.051
Br 3.5043 -6.7348 -7.2624 -0.031
H 1.1053 -7.3008 -7.3658 0.346
C 4.8574 -4.7691 -10.9795 -0.324
Br 4.3097 -6.5651 -11.3955 -0.012
Br 5.5843 -3.8750 -12.5172 -0.039
Br 3.4268 -3.7619 -10.1843 0.024
H 5.6470 -4.8379 -10.2457 0.337
C -7.4794 -6.3077 -0.0821 -0.380
Br -8.1971 -5.5471 -1.6964 -0.014
Br -6.0461 -7.5264 -0.4684 0.011
Br -6.9270 -4.9439 1.1552 0.008
H -8.2688 -6.8736 0.3899 0.359
C -0.5134 8.4891 4.8766 -0.228
Br 1.1293 8.3743 5.8649 -0.020
Br -1.8355 7.2700 5.5584 -0.023
Br -1.1864 10.2875 4.8093 -0.011
H -0.3014 8.1879 3.8603 0.259
C 13.1822 1.8582 2.4822 -0.293
Br 14.8480 1.4803 3.3644 -0.045
Br 11.7850 0.6845 3.0969 -0.053
Br 12.6901 3.7058 2.6595 0.006
H 13.3241 1.6606 1.4299 0.354
C -4.3030 -7.4081 -6.0332 -0.378
Br -4.4742 -8.2652 -4.3187 -0.002
Br -4.9449 -5.5987 -5.9855 -0.011
Br -2.5002 -7.5036 -6.6983 0.004
H -4.9258 -7.9514 -6.7284 0.357
C -3.4823 5.6252 -2.2291 -0.364
Br -2.1664 4.6999 -1.1824 0.056
Br -4.7295 6.5736 -1.1089 -0.069
Br -2.6711 6.7983 -3.5199 -0.041
H -4.0458 4.8852 -2.7782 0.372

21
Properties=species:S:1:pos:R:3:nbo_charge:R:1 method="wB97M-V/def2-TZVPD" de_lowest_kj_mol=922.81 homo_lumo_gap_ev="6.5245 / 6.4035" homo_ev="-8.659 / -8.601"
C -0.3658 -0.3535 -0.1377 0.449
C -1.6217 1.5799 -0.4692 0.405
C -0.4822 -1.7655 -0.0837 -0.144
C -2.3892 2.6443 0.0808 0.242
C -1.7672 -2.3648 0.2139 0.800
C 0.9460 0.4499 -0.1103 0.220
C 1.6540 0.0312 1.2274 -0.643
C 1.9548 -0.1063 -1.2470 -0.585
O -2.5857 -2.7431 0.9817 -0.483
O -3.5871 2.5395 0.2531 -0.510
O -1.4292 -2.3924 -1.0135 -0.387
O -1.4449 0.3646 -0.1432 -0.333
O 0.8277 1.7160 -0.2192 -0.686
H 0.3808 -2.3002 -0.0316 0.235
H -1.8368 3.5391 0.1862 0.162
H 1.2453 0.4782 2.1224 0.219
H 2.6073 0.4363 1.2761 0.227
H 1.5262 -0.9318 1.5053 0.190
H 2.9907 0.2179 -1.1738 0.233
H 1.4626 0.1042 -2.1409 0.213
H 1.9143 -1.1434 -1.0768 0.174

33
Properties=species:S:1:pos:R:3:nbo_charge:R:1 method="wB97M-V/def2-TZVPD" de_lowest_kj_mol=251.78 homo_lumo_gap_ev=10.8262 smiles=O.O.O.O.O.O.O.O.O.O.O homo_ev=-10.959
O -15.8169 19.0125 -5.5252 -0.938
H -16.6054 18.5133 -5.3125 0.469
H -16.1288 19.7303 -6.0764 0.469
O -15.0268 13.4481 -5.4830 -0.932
H -14.8292 12.5599 -5.7802 0.468
H -15.9326 13.5962 -5.7546 0.464
O -12.0834 22.3402 -9.0951 -0.933
H -11.7888 22.1398 -9.9836 0.465
H -13.0289 22.4639 -9.1779 0.468
O -19.6532 20.8649 -9.4240 -0.950
H -19.6530 19.9091 -9.4750 0.477
H -19.9534 21.0578 -8.5358 0.473
O -15.5104 14.7811 -0.8302 -0.936
H -15.6504 15.1140 -1.7167 0.471
H -15.9561 13.9340 -0.8188 0.465
O -11.3603 19.0787 -4.7270 -0.937
H -12.2933 19.2805 -4.7976 0.472
H -11.2499 18.7645 -3.8296 0.464
O -18.6635 16.6846 -8.8690 -0.941
H -18.5299 15.9444 -9.4611 0.469
H -18.6085 16.3037 -7.9925 0.472
O -15.3102 25.3851 -6.1707 -0.938
H -15.6560 24.8215 -6.8629 0.472
H -15.6241 26.2610 -6.3952 0.466
O -16.8834 23.6581 -9.9699 -0.949
H -17.2196 24.1622 -10.7109 0.469
H -17.3274 22.8125 -10.0337 0.480
O -19.2556 16.3195 -4.4318 -0.943
H -19.7504 17.0623 -4.0859 0.473
H -19.8154 15.5607 -4.2675 0.470
O -20.2204 21.5361 -4.8146 -0.941
H -19.4227 21.8219 -4.3695 0.472
H -20.9050 21.6072 -4.1494 0.470

135
Properties=species:S:1:pos:R:3:mulliken_spin:R:1 method="wB97M-V/def2-TZVPD" de_lowest_kj_mol=97.59 homo_lumo_gap_ev="8.3868 / 1.9261" charge=+1 s2=0.762 spin_multiplicity=2 homo_ev="-11.868 / -11.868"
C 12.4192 -14.5592 8.6714 0.000
C 11.8460 -15.9360 8.5278 0.000
O 12.8601 -16.8722 8.0822 0.000
C 13.6285 -17.5714 8.9987 0.000
O 13.6252 -17.5342 10.2262 0.000
O 14.3574 -18.4149 8.2898 0.000
C 15.2279 -19.3128 8.9933 0.000
H 13.1952 -14.3125 7.9468 0.000
H 12.8259 -14.3808 9.6669 0.000
H 11.6633 -13.7852 8.5389 0.000
H 11.0181 -15.7696 7.8387 0.000
H 11.4671 -16.2956 9.4845 0.000
H 16.1328 -19.5951 8.4553 0.000
H 14.5558 -20.1238 9.2736 0.000
H 15.5407 -18.9585 9.9755 0.000
C 23.1952 -16.4994 14.1014 0.003
C 23.3512 -17.3024 15.3750 -0.002
O 23.8190 -18.5991 15.0659 0.000
C 25.1046 -18.7847 14.6645 0.000
O 25.9430 -17.8643 14.7894 0.000
O 25.2828 -20.0337 14.2494 0.000
C 26.6417 -20.4993 14.0443 0.000
H 24.1608 -16.2839 13.6439 -0.001
H 22.6370 -15.6364 14.4644 -0.002
H 22.5706 -16.9494 13.3297 0.001
H 22.3680 -17.5870 15.7498 0.002
H 23.8236 -16.7646 16.1970 0.000
H 27.3281 -19.7606 13.6305 0.000
H 26.6126 -21.4048 13.4383 0.000
H 26.9176 -20.7758 15.0619 0.000
C 17.6004 -14.0328 18.4885 0.002
C 17.6906 -12.4896 18.5563 0.000
O 16.4186 -11.8880 18.3692 0.000
C 16.3992 -10.5415 18.4601 0.000
O 17.3521 -9.8097 18.5161 0.000
O 15.0633 -10.0834 18.5244 0.000
C 14.9060 -8.7037 18.2529 0.000
H 16.8159 -14.5450 19.0456 0.000
H 18.5372 -14.5482 18.7002 0.000
H 17.4727 -14.2087 17.4204 -0.002
H 18.3246 -12.0905 17.7645 0.000
H 18.0884 -12.1553 19.5144 0.000
H 15.3594 -7.9368 18.8810 0.000
H 13.8621 -8.4037 18.1618 0.000
H 15.4322 -8.4943 17.3216 0.000
C 20.3992 -15.5153 16.4429 0.010
C 19.3714 -16.1337 15.3953 0.110
O 18.7214 -15.1118 14.6385 0.650
C 17.4868 -15.3036 13.8278 -0.079
O 16.9864 -14.3601 13.2530 0.162
O 17.1756 -16.6442 13.6303 -0.019
C 15.9209 -17.0176 13.0671 -0.004
H 21.0404 -14.8787 15.8332 -0.001
H 20.9132 -16.3789 16.8649 -0.005
H 19.8702 -14.9751 17.2281 0.015
H 18.6625 -16.8279 15.8465 0.076
H 19.8660 -16.7828 14.6728 0.060
H 16.1040 -18.0902 13.1315 0.000
H 15.7796 -16.7421 12.0220 0.001
H 15.0686 -16.6591 13.6443 0.002
C 21.4888 -22.4799 8.9926 0.000
C 20.4258 -21.9751 10.0303 0.000
O 20.4712 -20.5244 9.9588 0.000
C 19.3089 -19.8377 10.2432 0.000
O 18.1934 -20.3205 10.5177 0.000
O 19.6065 -18.6190 9.9700 0.000
C 18.6904 -17.5431 10.4182 0.000
H 21.6211 -23.5607 9.0428 0.000
H 22.4308 -21.9673 9.1873 0.000
H 21.2728 -22.2503 7.9492 0.000
H 20.5716 -22.3265 11.0517 0.000
H 19.4366 -22.3470 9.7634 0.000
H 18.4695 -17.6996 11.4740 -0.002
H 17.7542 -17.4462 9.8684 0.000
H 19.4339 -16.7530 10.3130 0.000
C 20.5687 -14.6070 11.8188 -0.003
C 21.4857 -13.9038 10.8195 0.001
O 22.7635 -14.0112 11.2954 0.001
C 23.5435 -15.0274 10.9170 0.000
O 23.1718 -15.9612 10.2393 0.000
O 24.8017 -14.7990 11.4340 0.000
C 25.8739 -15.6904 11.1390 0.000
H 20.5599 -14.0753 12.7703 -0.003
H 20.8218 -15.6582 11.9564 0.010
H 19.5574 -14.4906 11.4292 0.000
H 21.3226 -12.8266 10.7853 0.000
H 21.2303 -14.1835 9.7974 0.001
H 25.6161 -16.2983 10.2717 0.000
H 26.0881 -16.3635 11.9691 0.000
H 26.8447 -15.2263 10.9649 0.000
C 20.0955 -19.7970 15.0494 -0.002
C 19.9138 -19.4672 13.5558 0.013
O 20.9415 -18.8331 12.8026 0.003
C 21.9996 -19.5746 12.3686 -0.001
O 22.3533 -20.7102 12.7338 0.002
O 22.5962 -18.9230 11.3200 0.002
C 23.9635 -19.1951 10.9147 -0.001
H 20.9602 -20.4404 15.2119 0.000
H 19.2219 -20.1793 15.5774 0.001
H 20.2594 -18.8441 15.5526 0.004
H 19.0642 -18.8199 13.3385 -0.012
H 19.6886 -20.3138 12.9074 0.001
H 24.5761 -19.3402 11.8045 0.000
H 24.4260 -18.3350 10.4305 0.000
H 23.8708 -20.0682 10.2686 0.000
C 7.6100 -20.1289 11.5729 0.000
C 7.6590 -18.9966 12.6502 0.000
O 9.0138 -18.9174 13.1164 0.000
C 9.9090 -18.2241 12.4124 0.000
O 9.8130 -17.7144 11.3039 0.000
O 11.0210 -18.1609 13.1227 0.000
C 12.0270 -17.2202 12.8935 0.000
H 7.7710 -21.1630 11.8774 0.000
H 8.3014 -20.0270 10.7364 0.000
H 6.5701 -20.0791 11.2500 0.000
H 6.9986 -19.3230 13.4537 0.000
H 7.2291 -18.1124 12.1796 0.000
H 11.8609 -16.5273 12.0686 0.000
H 12.9373 -17.8189 12.8627 0.000
H 11.8831 -16.6192 13.7914 0.000
C 24.6324 -13.5007 15.8785 0.000
C 25.4413 -13.3962 14.5103 0.000
O 26.8932 -13.1795 14.4264 0.000
C 27.5144 -12.1045 14.8344 0.000
O 27.0574 -11.0641 15.2268 0.000
O 28.7558 -12.3509 14.6526 0.000
C 29.8462 -11.4501 14.9860 0.000
H 23.6113 -13.8523 15.7309 0.000
H 24.5574 -12.6456 16.5503 0.000
H 24.9817 -14.2955 16.5376 0.000
H 24.9498 -12.6610 13.8731 0.000
H 25.2535 -14.3198 13.9629 0.000
H 29.4375 -10.4895 15.2996 0.000
H 30.5264 -11.2985 14.1479 0.000
H 30.3128 -11.7375 15.9282 0.000

no.,total energy (Eh)
1,-73096.84698
2,-685.50790
3,-840.78424
4,-3445.90604